10
Properties=species:S:1:pos:R:3:nbo_charge:R:1 method="wB97M-V/def2-TZVPD" homo_lumo_gap_ha=0.34503 charge=0 homo_ev=-9.3 energy_ev=-9672.7078 max_force_ha_per_bohr=0.0086
O -1.72203 -0.18258 1.44681 -0.62
C -0.71926 -0.10696 0.58004 0.50
C -0.48602 -1.20298 -0.32073 -0.17
N 0.54931 -1.00740 -1.13137 -0.38
N 1.37326 0.06664 -1.19653 -0.25
C 1.04630 0.99084 -0.32901 0.23
N 0.03148 0.96536 0.56881 -0.50
H -1.71588 0.64158 1.96401 0.50
H -0.01865 -2.05061 -1.25531 0.51
H 1.66147 1.88611 -0.32672 0.19